No. 1
{
  "formula": "H4O3P2",
  "method": "ωB97M-V/def2-TZVPD",
  "s2": 2.0080,
  "spin_multiplicity": 3,
  "e_lumo_ev": [0.716, -3.396],
  "relative_energy_ev": 0.180,
  "species": ["O", "O", "O", "P", "P", "H", "H", "H", "H"],
  "coordinates": [[0.657, 1.978, 0.016], [0.694, 0.257, 1.717], [-1.094, -0.193, -1.088], [-0.383, -1.321, -0.514], [-0.122, 1.365, 1.278], [0.588, 2.909, -0.273], [-0.594, -2.523, -1.299], [-0.672, -1.544, 0.869], [0.925, -0.927, -0.706]],
  "nbo_charge": [-0.96, -0.93, -1.13, 1.31, 1.36, 0.52, -0.08, -0.04, -0.06]
}

No. 2
{
  "formula": "C20H40Br2O14S4",
  "method": "ωB97M-V/def2-TZVPD",
  "s2": 0.7748,
  "spin_multiplicity": 2,
  "e_lumo_ev": [1.680, 1.680],
  "charge": -1,
  "species": ["Br", "C", "C", "Br", "H", "H", "H", "H", "O", "S", "O", "O", "C", "C", "C", "H", "H", "H", "H", "H", "H", "H", "H", "O", "S", "O", "O", "C", "C", "C", "H", "H", "H", "H", "H", "H", "H", "H", "O", "S", "O", "O", "C", "C", "C", "H", "H", "H", "H", "H", "H", "H", "H", "O", "S", "O", "O", "C", "C", "C", "H", "H", "H", "H", "H", "H", "H", "H", "C", "C", "C", "O", "C", "C", "C", "O", "H", "H", "H", "H"],
  "coordinates": [[-12.575, 18.053, 29.817], [-11.003, 16.932, 29.347], [-11.251, 16.361, 28.021], [-9.795, 15.015, 27.760], [-10.953, 16.210, 30.162], [-10.163, 17.627, 29.353], [-11.206, 16.942, 27.100], [-12.197, 15.825, 27.953], [-12.763, 18.928, 26.376], [-12.729, 19.514, 25.075], [-11.699, 20.421, 24.656], [-12.770, 18.273, 23.892], [-13.659, 17.146, 24.153], [-14.609, 16.932, 23.043], [-14.426, 20.356, 24.717], [-14.114, 17.111, 25.143], [-13.057, 16.243, 24.257], [-13.950, 16.830, 22.181], [-15.314, 17.751, 22.902], [-15.234, 16.039, 23.066], [-14.522, 21.155, 25.452], [-15.180, 19.569, 24.705], [-14.310, 20.837, 23.745], [-9.167, 23.935, 33.544], [-9.208, 23.925, 32.066], [-7.964, 24.305, 31.380], [-9.863, 22.488, 31.615], [-9.762, 22.061, 30.291], [-10.533, 20.824, 30.090], [-10.619, 24.947, 31.415], [-8.731, 21.842, 30.012], [-10.156, 22.863, 29.666], [-10.557, 20.455, 29.065], [-11.542, 20.902, 30.494], [-10.175, 19.950, 30.633], [-10.487, 24.980, 30.333], [-10.659, 25.959, 31.819], [-11.574, 24.464, 31.623], [-12.559, 10.904, 28.498], [-11.204, 10.330, 28.426], [-10.573, 9.506, 29.486], [-10.998, 9.526, 26.957], [-11.428, 10.116, 25.738], [-10.717, 9.253, 24.693], [-10.097, 11.773, 28.130], [-11.101, 11.131, 25.510], [-12.514, 10.060, 25.657], [-11.111, 9.452, 23.696], [-10.973, 8.208, 24.869], [-9.642, 9.379, 24.571], [-9.876, 12.204, 29.107], [-10.534, 12.494, 27.439], [-9.246, 11.195, 27.769], [-8.185, 14.193, 30.931], [-8.129, 15.560, 31.363], [-8.019, 16.614, 30.383], [-9.278, 15.883, 32.489], [-9.540, 17.258, 32.896], [-10.929, 17.441, 33.458], [-6.603, 15.654, 32.456], [-9.499, 17.963, 32.066], [-8.855, 17.574, 33.683], [-11.084, 17.049, 34.463], [-11.632, 16.799, 32.926], [-11.281, 18.472, 33.490], [-6.943, 15.132, 33.351], [-6.372, 16.714, 32.562], [-5.721, 15.174, 32.033], [-15.251, 13.247, 31.265], [-14.246, 12.341, 31.424], [-12.882, 12.674, 31.465], [-11.954, 11.873, 31.830], [-12.672, 14.100, 31.328], [-13.675, 14.985, 31.267], [-15.077, 14.685, 31.225], [-15.926, 15.579, 30.994], [-16.259, 12.866, 31.186], [-14.501, 11.295, 31.338], [-11.635, 14.387, 31.422], [-13.462, 16.028, 31.447]],
  "lowdin_charge": [0.72, -0.65, -0.62, 0.72, 0.03, 0.05, 0.04, 0.07, -0.31, 0.67, -0.29, -0.26, -0.31, -0.09, -0.07, 0.12, 0.12, 0.08, 0.07, 0.09, 0.06, 0.05, 0.06, -0.31, 0.69, -0.31, -0.26, -0.32, -0.11, -0.11, 0.13, 0.11, 0.08, 0.07, 0.06, 0.05, 0.07, 0.07, -0.31, 0.71, -0.30, -0.29, -0.29, -0.08, -0.16, 0.11, 0.12, 0.07, 0.08, 0.08, 0.05, -0.02, 0.06, -0.28, 0.61, -0.32, -0.26, -0.25, -0.07, -0.10, 0.10, 0.12, 0.08, 0.07, 0.08, 0.06, 0.05, 0.06, -0.04, -0.06, -0.47, -0.06, -0.04, -0.09, -0.48, -0.07, 0.09, 0.10, 0.08, 0.03]
}

No. 3
{
  "formula": "C2H5IN2O2S",
  "method": "ωB97M-V/def2-TZVPD",
  "e_lumo_ev": -1.136,
  "relative_energy_ev": 2.389,
  "species": ["C", "C", "N", "N", "O", "O", "S", "I", "H", "H", "H", "H", "H"],
  "coordinates": [[1.056, 0.335, 0.250], [0.125, 1.037, -0.886], [0.433, -0.521, 1.161], [-1.100, 0.366, -1.084], [0.206, -2.506, -0.419], [-1.722, -1.990, 0.942], [-0.620, -1.510, 0.219], [-2.686, 0.859, 0.080], [1.789, -0.294, -0.272], [1.777, 1.075, 0.720], [-0.069, 2.171, -0.755], [0.780, 1.023, -1.837], [0.031, -0.045, 1.881]],
  "nbo_charge": [-0.28, -0.31, -0.77, -0.66, -0.88, -0.88, 2.17, 0.32, 0.22, 0.24, 0.21, 0.22, 0.39]
}

No. 4
{
  "formula": "C8H21NOP2Sn",
  "method": "ωB97M-V/def2-TZVPD",
  "e_lumo_ev": [-8.267, -8.100],
  "relative_energy_ev": 0.383,
  "charge": 2,
  "species": ["Sn", "H", "H", "P", "P", "C", "H", "H", "H", "C", "H", "H", "H", "C", "H", "H", "H", "C", "H", "H", "H", "C", "H", "H", "H", "C", "H", "H", "H", "C", "O", "H", "N", "C"],
  "coordinates": [[0.539, 0.008, -0.704], [-1.002, -0.917, 2.138], [-1.068, 0.847, 2.134], [-0.138, -2.524, -0.265], [-0.143, 2.531, -0.246], [1.429, 3.388, 0.178], [1.396, 4.466, -0.048], [1.625, 3.261, 1.254], [2.279, 2.952, -0.369], [-0.429, 2.918, -2.026], [-1.378, 2.463, -2.356], [-0.468, 3.998, -2.238], [0.373, 2.468, -2.634], [-1.470, 3.346, 0.684], [-1.295, 3.249, 1.763], [-1.549, 4.414, 0.445], [-2.433, 2.875, 0.447], [-0.246, -2.911, -2.067], [-0.310, -3.989, -2.280], [-1.135, -2.418, -2.495], [0.633, -2.498, -2.588], [1.356, -3.419, 0.322], [1.437, -3.297, 1.413], [1.325, -4.495, 0.089], [2.270, -3.001, -0.128], [-1.579, -3.313, 0.512], [-2.499, -2.816, 0.179], [-1.660, -4.378, 0.259], [-1.518, -3.223, 1.604], [2.071, -0.003, 1.041], [2.865, 0.001, 1.864], [1.169, 0.033, -2.338], [0.119, 0.010, 3.736], [-0.567, -0.023, 2.720]],
  "nbo_charge": [0.68, 0.20, 0.20, 0.97, 0.97, -0.95, 0.28, 0.26, 0.25, -0.95, 0.27, 0.29, 0.25, -0.95, 0.27, 0.29, 0.27, -0.95, 0.29, 0.26, 0.25, -0.95, 0.26, 0.28, 0.25, -0.95, 0.27, 0.29, 0.27, 0.56, -0.29, -0.09, -0.10, -0.29]
}

No. 5
{
  "formula": "C6H12N2O4",
  "method": "ωB97M-V/def2-TZVPD",
  "e_lumo_ev": 0.505,
  "relative_energy_ev": 2.574,
  "smiles": "C[C@@H](O)[C@H](N)C(=O)NCC(=O)O",
  "species": ["C", "C", "O", "C", "N", "C", "O", "N", "C", "C", "O", "O", "H", "H", "H", "H", "H", "H", "H", "H", "H", "H", "H", "H"],
  "coordinates": [[-0.868, 0.237, -2.186], [-0.820, 1.033, -0.883], [-1.612, 2.112, -0.889], [-1.172, 0.076, 0.224], [-1.074, 0.645, 1.724], [-0.611, -1.384, 0.369], [-1.459, -2.325, 0.275], [0.587, -1.745, 0.737], [1.669, -0.925, 1.330], [2.293, -0.207, 0.165], [2.114, -0.559, -0.945], [3.156, 0.806, 0.647], [-1.880, 0.302, -2.454], [-0.450, 0.845, -2.960], [-0.216, -0.705, -2.070], [0.252, 1.297, -0.768], [-2.423, 1.707, -0.968], [-2.291, -0.134, 0.093], [-1.160, 1.696, 1.678], [-2.058, 0.411, 2.116], [0.718, -2.748, 0.989], [1.281, -0.156, 2.177], [2.522, -1.542, 1.818], [3.503, 1.263, -0.222]],
  "nbo_charge": [-0.64, 0.07, -0.67, -0.14, -0.86, 0.66, -0.65, -0.59, -0.37, 0.78, -0.56, -0.70, 0.20, 0.22, 0.25, 0.17, 0.45, 0.21, 0.37, 0.36, 0.42, 0.27, 0.25, 0.50]
}

No. 6
{
  "formula": "C19H47Al2Cl2FN6O17P",
  "method": "ωB97M-V/def2-TZVPD",
  "e_lumo_ev": -7.071,
  "relative_energy_ev": 0.000,
  "charge": 1,
  "species": ["N", "C", "C", "C", "C", "C", "C", "C", "C", "N", "C", "O", "P", "C", "C", "O", "Cl", "O", "H", "H", "H", "H", "H", "H", "H", "H", "H", "H", "H", "H", "H", "H", "H", "H", "H", "H", "H", "H", "H", "H", "H", "Al", "C", "N", "O", "O", "H", "H", "H", "O", "H", "N", "O", "O", "O", "F", "C", "N", "O", "O", "H", "H", "H", "C", "N", "C", "C", "C", "C", "O", "H", "H", "H", "H", "H", "H", "H", "H", "H", "H", "H", "H", "H", "H", "Al", "C", "O", "H", "H", "H", "O", "Cl", "O", "O", "O"],
  "coordinates": [[5.346, 0.496, 2.818], [4.950, 1.292, 1.929], [5.413, 1.236, 0.487], [4.478, 0.309, -0.351], [3.038, 0.871, -0.163], [2.076, 0.655, -1.354], [0.644, 0.539, -0.772], [0.034, -0.846, -1.086], [-0.758, -1.416, 0.105], [-1.392, -2.666, -0.329], [5.008, 0.004, -1.786], [5.739, -1.231, -1.720], [4.726, -2.223, -0.754], [6.054, -3.105, 0.321], [5.570, -4.511, 0.518], [4.899, -4.850, 1.414], [6.001, -5.774, -0.796], [4.486, -0.913, 0.342], [4.883, 0.735, 3.697], [4.216, 2.085, 2.174], [5.410, 2.270, 0.075], [6.453, 0.901, 0.410], [3.085, 1.946, 0.031], [2.625, 0.362, 0.703], [2.103, 1.554, -1.970], [2.315, -0.233, -1.924], [-0.025, 1.275, -1.202], [0.614, 0.701, 0.307], [-0.637, -0.729, -1.939], [0.817, -1.567, -1.336], [-1.530, -0.686, 0.440], [-0.095, -1.579, 0.953], [-1.822, -2.440, -1.219], [-0.616, -3.269, -0.592], [5.794, 0.738, -1.987], [4.301, -0.073, -2.605], [4.832, -3.333, -1.656], [3.754, -3.017, 0.056], [3.513, -1.760, -1.435], [6.091, -2.674, 1.318], [7.027, -3.125, -0.168], [6.348, 3.552, 1.789], [3.795, 5.843, 5.879], [3.747, 4.877, 4.748], [3.586, 5.318, 3.625], [3.874, 3.704, 5.016], [3.669, 6.843, 5.484], [2.988, 5.588, 6.560], [4.762, 5.732, 6.360], [-2.815, -0.029, 2.216], [-3.199, -0.897, 2.008], [-2.494, -5.339, -2.503], [-1.822, -6.177, -3.069], [-2.262, -4.138, -2.599], [-3.474, -5.721, -1.783], [7.350, -7.380, 0.433], [-1.935, 3.604, -3.281], [-1.429, 2.235, -3.026], [-2.082, 1.558, -2.253], [-0.424, 1.862, -3.579], [-2.833, 3.718, -2.687], [-1.170, 4.316, -2.983], [-2.152, 3.690, -4.342], [-6.553, 1.912, -2.397], [-6.878, 1.849, -0.931], [-7.123, 0.413, -0.575], [-8.116, 2.636, -0.664], [-5.720, 2.335, -0.084], [-5.321, 3.786, -0.249], [-4.912, 4.051, -1.589], [-7.292, 1.313, -2.927], [-6.623, 2.937, -2.736], [-5.558, 1.506, -2.552], [-7.960, 0.050, -1.165], [-7.357, 0.354, 0.485], [-6.226, -0.157, -0.799], [-7.962, 3.662, -0.984], [-8.330, 2.596, 0.402], [-8.932, 2.194, -1.230], [-4.879, 1.688, -0.338], [-6.005, 2.158, 0.952], [-4.479, 3.977, 0.421], [-6.130, 4.468, 0.029], [-4.658, 4.978, -1.635], [7.205, -7.290, -2.112], [-4.144, -4.198, 0.841], [-4.520, -3.043, 1.167], [-3.556, -4.288, -0.222], [-3.390, -4.693, 1.498], [-4.921, -4.979, 0.700], [2.657, -3.369, 3.795], [1.740, -3.779, 2.776], [1.926, -2.937, 1.586], [0.384, -3.614, 3.226], [1.973, -5.142, 2.408]],
  "lowdin_charge": [0.19, -0.43, -0.22, -0.48, -0.11, -0.17, -0.18, -0.17, -0.24, 0.06, -0.17, -0.27, 0.64, -0.16, -0.70, 0.13, 0.54, -0.26, 0.08, 0.09, 0.03, 0.13, 0.12, 0.12, 0.11, 0.07, 0.06, 0.11, 0.10, 0.11, 0.10, 0.10, 0.05, 0.09, 0.13, 0.12, 0.01, 0.11, 0.10, 0.11, 0.10, 1.09, 0.06, -0.45, 0.03, 0.06, 0.10, 0.11, 0.11, -0.24, -0.09, -0.59, 0.09, 0.00, 0.04, -0.76, 0.06, -0.44, 0.05, 0.09, 0.06, 0.11, 0.11, 0.02, -0.36, 0.02, 0.02, -0.09, -0.20, -0.08, 0.11, 0.10, 0.12, 0.11, 0.12, 0.12, 0.11, 0.12, 0.12, 0.14, 0.15, 0.14, 0.12, 0.10, 0.55, -0.22, 0.06, 0.20, 0.14, 0.11, -0.31, 0.65, -0.32, -0.29, -0.30]
}

Here are the calculated E_tot numbers, same order: -910.69628, -8580.06973, -1034.94262, -1343.64884, -646.24186, -4204.62258 (Eh).